The following is a quantum chemistry calculation of a 3-piece molecular cluster, C27H47O11P3S overall at a distorted geometry, from the OMol25 dataset.

Summary:
SMILES: COCCCCc1ccc2c(c1)C(=O)C=C([PH2]=S)C2=O.CCOP(=O)(OCC)OCC.CCOP(=O)(OCC)OCC
frontier orbital gap: 6.9 eV
calculated total energy: -89975.37107 eV
HOMO level: -8.882 eV

Element x y z (Å)
C  6.047  -3.434  3.448
O  6.328  -2.085  2.987
C  5.367  -1.658  1.993
C  5.587  -0.093  1.711
C  4.243  0.659  1.189
C  3.160  0.876  2.388
C  1.948  -0.154  2.097
C  1.035  0.154  0.865
C  -0.116  -0.829  0.516
C  -0.369  -2.088  1.374
C  0.539  -2.373  2.631
C  1.706  -1.407  3.018
C  0.208  -3.720  3.460
O  0.281  -3.768  4.709
C  -0.266  -4.962  2.538
C  -1.094  -4.709  1.400
P  -1.718  -6.043  0.217
S  -0.326  -7.444  0.162
C  -1.517  -3.171  1.041
O  -2.628  -2.843  0.516
H  5.151  -3.488  4.172
H  6.961  -3.819  4.041
H  5.861  -4.123  2.538
H  4.282  -1.922  2.235
H  5.633  -2.212  1.018
H  5.876  0.421  2.688
H  6.373  0.002  0.881
H  4.582  1.667  0.731
H  3.817  0.041  0.331
H  2.691  1.918  2.379
H  3.716  0.650  3.358
H  1.178  1.045  0.165
H  -0.797  -0.662  -0.392
H  2.351  -1.633  3.926
H  0.065  -6.031  2.793
H  -1.777  -5.407  -1.086
H  -3.006  -6.574  0.572
C  3.913  4.285  -6.023
C  4.774  3.628  -4.959
O  5.076  4.523  -3.895
P  3.836  4.946  -2.879
O  3.890  3.668  -2.030
O  4.649  5.860  -1.753
C  4.664  5.493  -0.376
C  5.886  4.648  -0.055
O  3.630  6.371  -3.806
C  4.479  7.517  -3.696
C  5.957  7.278  -3.956
H  2.918  4.519  -5.631
H  3.788  3.624  -6.884
H  4.356  5.225  -6.358
H  4.286  2.731  -4.564
H  5.725  3.321  -5.401
H  3.737  4.988  -0.097
H  4.702  6.415  0.211
H  6.038  3.840  -0.774
H  5.802  4.212  0.943
H  6.789  5.263  -0.090
H  4.323  8.000  -2.729
H  4.116  8.227  -4.448
H  6.423  6.629  -3.215
H  6.497  8.228  -3.941
H  6.107  6.815  -4.935
C  -5.375  -4.258  0.382
C  -6.724  -4.485  1.044
O  -7.544  -3.324  0.980
P  -8.147  -2.898  -0.503
O  -9.302  -3.907  -0.497
O  -9.121  -1.614  -0.090
C  -10.522  -1.634  -0.352
C  -11.290  -2.151  0.853
O  -6.848  -1.791  -0.656
C  -6.806  -0.522  0.001
C  -6.913  -0.554  1.517
H  -5.494  -4.116  -0.696
H  -4.713  -5.112  0.539
H  -4.894  -3.362  0.775
H  -7.243  -5.333  0.588
H  -6.574  -4.716  2.102
H  -10.742  -2.213  -1.253
H  -10.833  -0.607  -0.562
H  -10.860  -3.068  1.261
H  -12.334  -2.345  0.592
H  -11.266  -1.414  1.660
H  -7.557  0.142  -0.432
H  -5.835  -0.087  -0.258
H  -7.877  -0.916  1.872
H  -6.774  0.453  1.922
H  -6.143  -1.203  1.944


The following is a quantum chemistry calculation of a 2-piece molecular cluster, CH7N2 overall at a distorted geometry, from the OMol25 dataset.

Summary:
energy above the lowest of the compared OMol25 structures with the same formula, charge and spin: 225.62 kJ/mol
frontier orbital gap: 10.8 eV
net charge: +1
calculated total energy: -4121.57387 eV
HOMO level: -16.339 eV

Element x y z (Å)
N  -0.386  0.386  1.508
H  0.291  -0.225  2.030
H  -0.832  0.689  2.289
H  -0.061  1.281  1.151
H  -0.752  -0.052  0.236
C  0.858  -0.243  -1.402
N  -0.300  -0.373  -0.810
H  0.916  -1.106  -2.042
H  1.212  0.807  -1.689
H  -0.946  -1.164  -1.272


The following is a quantum chemistry calculation of C29H46BN6O4Ru as an isolated structure at a distorted geometry, from the OMol25 dataset.

Summary:
spin multiplicity: 2
frontier orbital gap (spin up / spin down): 4.7 / 4.9 eV
calculated total energy: -51209.40653 eV
HOMO level (spin up / spin down): -6.895 / -7.049 eV

Element x y z (Å)
Ru  -0.137  -2.093  0.007
C  2.809  -2.109  -3.746
C  2.852  -2.193  -2.215
C  1.996  -3.358  -1.721
C  2.438  -0.873  -1.623
C  3.085  0.367  -1.706
C  2.264  1.268  -1.049
C  2.450  2.742  -0.842
C  3.297  3.360  -1.953
C  3.071  2.996  0.537
N  1.196  0.584  -0.591
N  1.298  -0.707  -0.957
B  -0.006  1.085  0.257
N  0.037  0.378  1.637
N  0.611  -0.850  1.714
C  0.893  -1.110  2.989
C  0.463  -0.032  3.765
C  -0.083  0.888  2.883
C  -0.828  2.125  3.298
C  -0.128  3.444  2.952
C  -2.276  2.042  2.798
C  1.667  -2.328  3.389
C  1.719  -2.504  4.903
C  3.085  -2.217  2.810
N  -1.273  0.747  -0.541
N  -1.586  -0.547  -0.781
C  -2.549  -0.578  -1.697
C  -2.876  0.735  -2.051
C  -2.032  1.552  -1.317
C  -1.886  3.045  -1.423
C  -2.600  3.812  -0.303
C  -2.408  3.540  -2.774
C  -3.080  -1.861  -2.263
C  -3.558  -1.669  -3.702
C  -4.200  -2.424  -1.383
H  3.169  -3.040  -4.187
H  3.433  -1.291  -4.104
H  1.786  -1.937  -4.086
H  3.888  -2.385  -1.920
H  0.957  -3.238  -2.053
H  2.039  -3.437  -0.629
H  2.359  -4.300  -2.132
H  4.036  0.571  -2.168
H  1.465  3.210  -0.870
H  4.328  3.005  -1.900
H  3.309  4.445  -1.848
H  2.896  3.110  -2.935
H  4.070  2.558  0.577
H  2.464  2.540  1.321
H  3.152  4.066  0.733
H  0.087  2.255  0.404
H  0.531  0.077  4.833
H  -0.861  2.077  4.389
H  -0.033  3.602  1.880
H  0.873  3.454  3.387
H  -0.691  4.278  3.375
H  -2.316  1.853  1.727
H  -2.813  2.965  3.020
H  -2.789  1.218  3.297
H  1.186  -3.199  2.942
H  2.256  -1.677  5.374
H  2.248  -3.427  5.141
H  0.718  -2.562  5.331
H  3.579  -1.318  3.184
H  3.049  -2.162  1.720
H  3.682  -3.082  3.102
H  -3.619  1.041  -2.765
H  -0.820  3.275  -1.365
H  -3.631  3.470  -0.202
H  -2.617  4.876  -0.548
H  -2.096  3.696  0.652
H  -3.498  3.487  -2.804
H  -2.007  2.955  -3.602
H  -2.120  4.582  -2.911
H  -2.256  -2.577  -2.255
H  -4.486  -1.094  -3.731
H  -3.753  -2.635  -4.168
H  -2.809  -1.147  -4.298
H  -5.066  -1.759  -1.388
H  -3.852  -2.546  -0.357
H  -4.510  -3.402  -1.751
O  -1.521  -5.093  2.610
C  -0.980  -4.558  1.695
O  0.054  -3.941  1.417
C  -1.944  -4.698  0.098
O  -2.739  -5.584  0.128
O  -1.506  -3.831  -0.665


The following is a quantum chemistry calculation of a 2-piece molecular cluster, C4H7BO2 overall at a distorted geometry, from the OMol25 dataset.

Summary:
energy above the lowest of the compared OMol25 structures with the same formula, charge and spin: 675.67 kJ/mol
frontier orbital gap (spin up / spin down): 7.9 / 6.7 eV
calculated total energy: -9027.30999 eV
HOMO level (spin up / spin down): -7.854 / -6.759 eV

Element x y z (Å)
B  0.328  -0.267  0.207
C  1.007  2.607  0.947
C  -1.796  -0.775  -1.048
C  1.090  -1.531  0.714
C  -0.685  0.206  -0.902
O  1.611  3.517  0.513
O  -1.770  -1.925  -1.436
H  0.493  2.506  1.893
H  -2.768  -0.259  -0.883
H  1.917  -1.365  1.241
H  1.389  -2.086  -0.245
H  0.410  -2.139  1.353
H  -1.018  1.082  -0.516
H  -0.209  0.429  -1.839


The following is a quantum chemistry calculation of an isolated ion of composition C20H45ClIN5O7PS and charge +1, from the OMol25 dataset.

Summary:
SMILES: CCOP(=O)(CC[C@@]1(N)[C@](N)(OC[C@H](C)C(C)C)O[C@@](I)(CCCCS(=O)(=O)Cl)[N@+]1(N)CN)OCC
energy above the lowest of the compared OMol25 structures with the same formula, charge and spin: 0.00 kJ/mol
frontier orbital gap: 9.6 eV
net charge: +1
calculated total energy: -83995.40399 eV
HOMO level: -12.121 eV

Element x y z (Å)
C  -3.121  3.390  -4.043
C  -2.349  4.369  -3.177
O  -1.406  3.697  -2.295
P  -0.003  3.235  -2.888
O  0.006  2.913  -4.318
C  0.426  1.817  -1.844
C  -0.702  0.777  -1.850
C  -1.063  -0.130  -0.658
N  -1.897  -1.223  -1.083
C  0.061  -0.747  0.246
N  1.149  0.171  0.469
O  0.428  -2.025  -0.122
C  1.401  -2.134  -1.178
C  1.470  -3.573  -1.671
C  0.081  -4.115  -2.005
C  2.262  -4.524  -0.746
C  1.651  -4.690  0.647
C  3.753  -4.146  -0.676
O  -0.561  -0.906  1.510
C  -1.791  -0.316  1.675
I  -3.352  -1.848  1.665
C  -1.852  0.406  3.050
C  -0.573  0.228  3.873
C  -0.428  -1.166  4.493
C  0.449  -1.170  5.732
S  2.184  -0.772  5.486
O  2.339  0.645  5.463
O  2.983  -1.614  6.305
Cl  2.566  -1.406  3.550
N  -1.857  0.639  0.431
N  -1.136  1.862  0.660
C  -3.267  1.060  0.010
N  -4.003  1.514  1.138
O  0.941  4.421  -2.425
C  2.376  4.319  -2.611
C  3.076  3.917  -1.316
H  -4.127  3.764  -4.230
H  -2.624  3.219  -4.996
H  -3.197  2.422  -3.543
H  -1.804  5.095  -3.780
H  -3.004  4.920  -2.505
H  1.339  1.401  -2.280
H  0.650  2.194  -0.849
H  -0.538  0.085  -2.676
H  -1.634  1.294  -2.095
H  -2.594  -0.900  -1.749
H  -1.339  -1.914  -1.569
H  1.636  0.402  -0.390
H  1.815  -0.262  1.104
H  1.132  -1.462  -2.005
H  2.373  -1.816  -0.794
H  2.033  -3.529  -2.611
H  0.162  -5.121  -2.416
H  -0.560  -4.161  -1.125
H  -0.411  -3.505  -2.770
H  2.200  -5.500  -1.236
H  2.282  -5.351  1.243
H  1.574  -3.740  1.177
H  0.658  -5.140  0.609
H  4.345  -4.767  -1.348
H  3.947  -3.109  -0.956
H  4.155  -4.296  0.326
H  -2.065  1.461  2.922
H  -2.701  0.013  3.602
H  0.302  0.458  3.264
H  -0.590  0.977  4.669
H  -0.023  -1.871  3.767
H  -1.409  -1.554  4.780
H  0.135  -0.407  6.447
H  0.471  -2.140  6.227
H  -1.699  2.432  1.282
H  -0.248  1.618  1.103
H  -3.711  0.190  -0.463
H  -3.101  1.848  -0.724
H  -4.232  2.497  1.094
H  -4.848  0.986  1.303
H  2.577  3.624  -3.428
H  2.688  5.305  -2.943
H  2.370  3.965  -0.486
H  3.481  2.905  -1.361
H  3.897  4.593  -1.087


The following is a quantum chemistry calculation of a 2-piece molecular cluster, C7H20N4 overall at a distorted geometry, from the OMol25 dataset.

Summary:
energy above the lowest of the compared OMol25 structures with the same formula, charge and spin: 438.30 kJ/mol
frontier orbital gap: 11.1 eV
net charge: +2
calculated total energy: -13523.23757 eV
HOMO level: -18.087 eV

Element x y z (Å)
C  -1.651  0.192  0.059
C  1.615  0.345  -0.379
C  1.183  -0.125  -1.735
C  -3.600  -0.465  -1.060
C  2.589  2.399  1.225
C  -3.035  -0.233  0.393
C  1.933  1.759  -0.061
N  -0.608  -0.492  0.095
N  -0.574  -1.851  0.694
N  2.053  -1.887  0.537
N  2.109  -0.425  0.516
H  -1.457  1.160  -0.452
H  1.775  0.470  -2.497
H  0.161  0.190  -1.838
H  1.179  -1.229  -1.871
H  -4.621  -0.196  -1.055
H  -3.331  -1.602  -1.210
H  -3.049  0.196  -1.709
H  2.334  2.013  2.225
H  2.619  3.507  1.300
H  3.706  2.283  1.154
H  -3.221  -1.219  0.937
H  -3.586  0.497  1.042
H  2.653  2.083  -0.816
H  0.980  2.332  -0.161
H  -0.644  -1.689  1.695
H  0.341  -2.298  0.627
H  2.339  -2.339  1.343
H  2.453  -2.204  -0.359
H  2.626  -0.169  1.415
H  -1.284  -2.404  0.369


Q: Number 4 is which compound?
A: C4H7BO2